Record 1
C12H35N7O16P | wB97M-V/def2-TZVPD

E_LUMO = 1.2230 eV
orbital gap = 5.020 eV
multiplicity = 1
charge = -1
maximum force = 0.0755 hartree/bohr
calculated total energy = -2405.8901 Ha

XYZ file:
```
71
Properties=species:S:1:pos:R:3:forces:R:3:mulliken_charge:R:1
C 2.02913 2.68099 3.55502 1.361 -0.087 0.165 -0.863
C 1.65158 1.72821 2.27604 -0.235 1.078 0.344 -0.502
C 0.05222 1.72608 1.86926 0.858 -2.958 -2.227 0.468
O -0.90860 1.06101 2.81122 1.564 1.657 -2.176 -0.322
P -2.02150 2.35050 3.18837 -1.538 0.992 1.790 -0.111
O -1.97639 3.06783 1.56476 3.358 -0.613 -1.852 -0.483
C -0.56236 3.04176 1.06244 -1.013 0.313 2.361 0.436
C -0.03685 4.54170 1.46354 -0.095 0.763 -0.973 -0.708
H 1.93852 3.84146 3.30463 -0.137 -2.656 0.622 0.116
H 1.48313 2.39271 4.56234 0.805 0.695 -2.335 0.192
H 3.18999 2.50492 3.77149 -2.287 0.383 -0.414 0.355
H 2.08086 0.64002 2.46536 -1.177 2.176 -0.398 0.306
H 2.22593 2.17776 1.33735 -1.187 -1.008 1.832 0.200
H 0.05104 0.92183 0.98679 0.196 1.602 1.608 -0.369
H -2.65118 3.59773 3.61067 -0.774 -0.416 -0.024 0.060
H -3.22525 1.72150 2.69500 0.478 -0.170 -0.104 -0.291
H -2.38436 1.72912 4.46289 0.727 0.191 0.201 0.008
H -0.81074 3.01888 3.68290 -0.044 -0.026 -0.269 -0.028
H -0.43078 2.75811 -0.07851 -0.516 1.041 2.171 0.109
H -0.77850 5.30722 0.92596 1.467 -1.733 1.082 0.161
H 1.03615 4.81268 1.04769 -1.867 -0.680 0.933 0.152
H -0.11481 4.79779 2.61564 0.206 -0.922 -2.488 0.213
C -1.03679 -2.17934 1.75286 -0.250 -0.015 0.125 -0.648
N -1.01309 -2.16411 0.26526 0.199 0.231 -0.305 0.979
O -1.78440 -2.93249 -0.32094 0.991 0.918 0.138 -0.605
O -0.22090 -1.38117 -0.27186 -1.198 -1.379 0.257 -0.523
H -1.77584 -2.91060 2.08701 0.232 0.296 -0.330 0.283
H -0.03784 -2.45647 2.09550 -0.195 0.198 -0.132 0.265
H -1.30788 -1.17628 2.08841 0.229 0.210 0.000 0.189
C 0.00636 -4.48720 -2.41006 -0.269 0.120 -0.116 -0.526
N 1.07120 -5.45666 -2.78424 0.637 -0.485 0.074 0.854
O 1.03617 -5.92171 -3.92943 0.342 0.347 1.369 -0.541
O 1.91212 -5.72330 -1.91775 -1.109 0.216 -1.554 -0.507
H -0.66014 -4.34746 -3.26378 0.247 -0.117 0.180 0.331
H -0.53725 -4.90631 -1.56098 0.230 0.207 -0.051 0.234
H 0.49480 -3.54748 -2.14442 -0.100 -0.218 0.161 0.123
C 1.38555 -0.59863 -3.30348 -0.298 -0.164 0.250 -0.587
N 2.04189 0.73601 -3.34496 0.355 1.074 0.189 0.878
O 1.69115 1.56573 -2.49791 0.684 -1.077 -1.390 -0.479
O 2.89066 0.91289 -4.22664 -1.116 -0.069 1.208 -0.558
H 0.66539 -0.61288 -2.48266 0.206 0.109 -0.127 0.210
H 0.88222 -0.74818 -4.26076 0.242 0.010 0.091 0.300
H 2.16640 -1.34506 -3.14426 -0.058 0.147 -0.186 0.260
C 4.08555 -5.44049 -5.22906 -0.253 -0.138 0.259 -0.348
N 4.74189 -4.10585 -5.27054 0.421 0.977 0.043 0.842
O 4.39115 -3.27613 -4.42349 0.634 -1.001 -1.306 -0.490
O 5.59066 -3.92897 -6.15222 -1.152 -0.069 1.300 -0.535
H 3.36539 -5.45474 -4.40825 0.241 0.052 -0.242 0.002
H 3.58222 -5.59004 -6.18634 0.206 0.001 0.136 0.269
H 4.86640 -6.18692 -5.06985 -0.107 0.162 -0.167 0.275
C 1.53184 7.44159 -0.75587 0.262 -0.207 0.004 -0.724
N 0.49298 7.89898 0.20607 -0.613 0.157 1.151 0.841
O 0.63119 7.56624 1.38892 -0.330 0.821 -1.850 -0.448
O -0.43178 8.57916 -0.25352 1.156 -0.870 0.681 -0.544
H 2.27986 6.85671 -0.21646 -0.293 0.145 -0.040 0.307
H 1.03489 6.82948 -1.51116 0.051 0.199 0.107 0.277
H 1.98427 8.33069 -1.19973 -0.209 -0.139 0.002 0.296
C -1.31445 -6.68460 2.64810 -0.247 -0.167 0.153 -0.776
N -0.65811 -5.34996 2.60662 0.395 0.996 0.147 0.871
O -1.00885 -4.52023 3.45367 0.735 -1.339 -1.130 -0.509
O 0.19066 -5.17308 1.72494 -1.171 -0.093 1.259 -0.464
H -2.03461 -6.69885 3.46891 0.224 0.137 -0.196 0.311
H -1.81778 -6.83415 1.69082 0.216 0.003 0.119 0.287
H -0.53360 -7.43102 2.80731 -0.106 0.162 -0.173 0.290
C -5.21766 2.02321 -0.36741 0.026 0.018 -0.311 -0.604
N -5.92054 1.45940 0.81658 0.029 -0.068 1.414 0.817
O -6.95818 0.82026 0.60742 0.936 0.500 0.335 -0.570
O -5.41065 1.67436 1.92241 -1.342 -0.435 -2.028 -0.481
H -5.77472 1.75794 -1.26846 0.012 -0.012 0.319 0.318
H -5.17961 3.10723 -0.24269 0.202 -0.245 0.110 0.243
H -4.21539 1.59072 -0.39248 -0.076 0.273 0.205 0.216
```
Forces are in eV/Å.

=====

Record 2
C28H21IrN2O5 | wB97M-V/def2-TZVPD

E_LUMO = -0.5036 eV
orbital gap = 7.377 eV
multiplicity = 1
charge = 0
maximum force = 0.0241 hartree/bohr
calculated total energy = -1669.6250 Ha

XYZ file:
```
57
Properties=species:S:1:pos:R:3:forces:R:3:mulliken_charge:R:1
Ir 1.53708 0.96234 -0.86379 -1.193 -0.219 0.259 1.706
O 1.46618 2.95609 -0.34204 0.203 -0.073 -0.136 -1.004
C 0.45286 3.27520 0.43552 0.163 -0.115 0.076 0.713
C -0.24857 4.47006 0.19899 -0.024 0.062 0.115 -0.578
C -1.29033 4.85602 1.01850 0.046 0.016 -0.065 -0.522
C -1.68363 4.08092 2.11098 -0.014 -0.034 0.058 -0.746
C -1.01776 2.90171 2.36267 -0.066 0.031 -0.047 -0.446
C 0.02751 2.47349 1.53568 -0.116 -0.144 -0.229 0.418
C 0.72922 1.25074 1.86090 0.171 0.254 0.099 -0.223
N 1.49630 0.65071 1.02822 -0.139 -0.372 0.241 0.493
N 2.34087 -0.36454 1.44788 -0.022 -0.101 -0.140 -1.105
C 3.28198 -0.51084 0.55115 0.047 0.245 -0.010 0.923
O 3.37361 0.23770 -0.51151 0.372 0.204 -0.012 -0.922
C 4.30739 -1.55612 0.73936 0.009 0.011 0.047 0.293
C 4.27099 -2.38566 1.85724 0.030 0.006 0.010 -0.277
C 5.21491 -3.38759 2.00190 -0.001 0.001 0.003 -0.645
C 6.19527 -3.56543 1.03395 0.004 0.002 0.004 -0.338
C 6.23305 -2.73745 -0.07865 -0.001 -0.003 0.007 -0.650
C 5.28942 -1.73350 -0.22895 0.008 0.006 0.009 -0.403
H 0.06378 5.07730 -0.64001 0.004 0.006 0.004 0.454
H -1.81176 5.78123 0.80586 0.005 0.003 0.001 0.386
H -2.49335 4.40277 2.75074 -0.006 -0.005 -0.007 0.424
H -1.30256 2.27934 3.20325 -0.005 -0.007 0.003 0.402
H 0.69002 0.83666 2.86286 0.099 0.046 0.026 0.511
H 3.49987 -2.23795 2.60034 -0.005 -0.003 -0.006 0.419
H 5.18548 -4.03431 2.86899 0.000 -0.002 -0.001 0.381
H 6.92912 -4.35303 1.14741 0.003 0.002 -0.001 0.381
H 6.99511 -2.87790 -0.83382 0.001 0.002 -0.001 0.390
H 5.29934 -1.08510 -1.09340 -0.005 -0.008 -0.007 0.433
O -0.57423 1.00981 -1.14950 0.315 0.397 -0.255 -1.064
C -1.13784 -0.34410 -1.14087 -0.126 -0.230 0.075 3.263
C 0.02405 -1.37535 -1.27140 0.181 0.076 -0.108 -0.028
O -0.22789 -2.55027 -1.17772 -0.132 0.031 -0.050 -0.581
O 1.21015 -0.89305 -1.54024 0.058 -0.184 0.050 -0.767
C -1.91797 -0.48234 0.15896 0.030 0.022 0.004 -0.330
C -3.06950 0.29134 0.30024 -0.028 0.001 -0.029 -0.128
C -3.77757 0.29509 1.49085 0.012 0.012 0.019 -0.880
C -3.34335 -0.48399 2.55414 0.019 0.008 -0.003 -0.522
C -2.20343 -1.26270 2.41601 0.009 -0.012 0.004 -0.883
C -1.48928 -1.26535 1.22466 0.040 0.060 -0.008 -0.378
C -2.03787 -0.49908 -2.36066 0.026 0.060 -0.012 -0.796
C -2.78187 -1.66795 -2.50330 -0.022 0.001 0.023 -0.201
C -3.60594 -1.83509 -3.60210 0.008 -0.006 -0.007 -0.914
C -3.69986 -0.83966 -4.56747 -0.005 0.006 0.009 -0.388
C -2.96024 0.32190 -4.42740 0.001 -0.004 -0.004 -0.903
C -2.12726 0.49293 -3.32742 0.019 -0.010 0.001 -0.172
H -1.05216 1.56513 -0.51134 0.024 -0.026 0.004 0.419
H -3.42538 0.88245 -0.53763 0.000 -0.015 0.003 0.511
H -4.67157 0.89775 1.58345 0.006 0.006 0.004 0.435
H -3.89498 -0.48838 3.48543 -0.005 -0.011 -0.005 0.417
H -1.86599 -1.88090 3.23804 0.001 0.004 0.001 0.450
H -0.60790 -1.88388 1.12680 0.017 -0.008 -0.001 0.507
H -2.69879 -2.44665 -1.75694 -0.001 0.006 -0.001 0.445
H -4.17540 -2.74920 -3.70791 -0.007 0.004 0.003 0.401
H -4.34777 -0.97254 -5.42399 0.003 -0.002 -0.003 0.397
H -3.02379 1.10145 -5.17543 0.000 0.002 0.001 0.420
H -1.54774 1.39974 -3.22748 -0.011 0.004 -0.014 0.400
```
Forces are in eV/Å.

=====

Record 3
C10H14O4 | wB97M-V/def2-TZVPD

E_LUMO = 0.6680 eV
orbital gap = 9.777 eV
structure (SMILES) = COc1ccccc1OC[C@@H](O)CO
multiplicity = 1
charge = 0
maximum force = 0.1196 hartree/bohr
calculated total energy = -690.2763 Ha

XYZ file:
```
28
Properties=species:S:1:pos:R:3:forces:R:3:mulliken_charge:R:1
C -0.98368 -2.66144 0.28372 -0.380 -2.565 -2.117 -0.576
O -1.82924 -1.57176 0.51883 0.751 0.605 -0.097 -0.412
C -1.84968 -0.53206 -0.39003 -4.957 0.178 0.482 0.827
C -3.21478 -0.26207 -0.83698 4.026 4.064 -2.256 -0.749
C -3.40359 0.98225 -1.62483 -0.376 -1.811 -1.228 -0.460
C -2.36966 1.93634 -1.88860 -0.501 -1.848 1.762 -0.735
C -1.15571 1.60350 -1.27702 1.039 3.743 -1.511 0.022
C -0.92346 0.44568 -0.62829 2.272 -1.042 1.467 0.084
O 0.40158 0.30303 -0.20943 -0.191 -0.096 -3.136 -0.232
C 0.71546 0.15830 1.07146 0.663 0.052 5.191 -0.276
C 2.19359 -0.15625 1.31845 0.713 0.343 -1.058 -0.064
O 2.66137 -1.34809 0.66431 0.244 -0.071 1.612 -0.615
C 3.06263 1.07817 0.91135 -1.896 -1.069 1.338 -0.546
O 4.40956 0.87611 1.15780 -0.041 2.810 1.876 -0.506
H -1.04577 -2.95476 -0.85334 -0.064 0.338 1.910 0.268
H -1.44548 -3.55384 0.87743 1.280 1.673 -0.900 0.213
H 0.10278 -2.49362 0.42407 -0.613 0.010 0.609 0.236
H -3.92593 -1.01685 -0.75860 -1.279 -0.906 0.270 0.491
H -4.28966 1.04128 -2.34066 0.738 0.046 1.677 0.254
H -2.52719 2.88518 -2.41776 0.021 -0.704 0.171 0.386
H -0.25628 2.35189 -1.28413 -1.771 -1.553 -0.149 0.225
H 0.75913 1.17463 1.66017 -1.396 -1.449 -0.759 0.199
H 0.08383 -0.64761 1.60008 0.739 1.494 -0.511 0.260
H 2.35834 -0.17543 2.42654 -0.228 -0.941 -0.884 0.346
H 2.53622 -1.32102 -0.27809 -0.373 0.447 -0.579 0.378
H 2.95561 1.22842 -0.13658 -0.698 0.888 -0.926 0.326
H 2.56928 1.79154 1.61138 1.149 0.558 -1.009 0.321
H 4.55230 0.06126 0.78207 1.129 -3.197 -1.245 0.335
```
Forces are in eV/Å.

=====

Record 4
CH4N2 | wB97M-V/def2-TZVPD

E_LUMO = 0.6263 eV
orbital gap = 9.849 eV
multiplicity = 1
charge = 0
maximum force = 0.1582 hartree/bohr
calculated total energy = -149.9482 Ha

XYZ file:
```
7
Properties=species:S:1:pos:R:3:forces:R:3:mulliken_charge:R:1
C -0.36526 0.55187 -0.12460 -2.058 1.038 1.901 0.175
H 1.87948 0.17032 0.50183 -4.928 -0.269 -2.784 0.293
H 0.77727 -1.12993 -0.19508 -0.263 1.821 0.090 0.236
H -0.29341 1.67624 -0.04352 -0.365 -1.252 -0.393 0.283
H -1.31121 -1.12354 0.04846 -0.286 1.752 -0.199 0.174
N 0.80013 -0.07439 -0.15795 7.520 -2.514 1.828 -0.576
N -1.48699 -0.07058 -0.02915 0.379 -0.576 -0.442 -0.586
```
Forces are in eV/Å.

=====

Record 5
C17H20N2O3 | wB97M-V/def2-TZVPD

E_LUMO = 0.7725 eV
orbital gap = 9.285 eV
structure (SMILES) = CCOc1ncccc1C(=O)NCCc1ccc(OC)cc1
multiplicity = 1
charge = 0
maximum force = 0.0122 hartree/bohr
calculated total energy = -995.0531 Ha

XYZ file:
```
42
Properties=species:S:1:pos:R:3:forces:R:3:mulliken_charge:R:1
C 1.04015 1.98431 1.96470 -0.302 -0.045 -0.291 -1.210
C 0.20801 2.37977 0.75381 0.418 0.391 0.258 -0.442
O -0.69748 1.34336 0.38144 -0.127 -0.264 -0.105 -0.367
C -1.88398 1.29474 1.01707 -0.558 0.028 0.284 0.747
N -2.14018 2.22000 1.92660 0.486 -0.027 -0.259 -0.515
C -3.31731 2.23150 2.53170 -0.266 -0.086 0.043 -0.528
C -4.31781 1.32132 2.25303 0.045 0.006 0.005 -0.558
C -4.04847 0.34172 1.30996 0.243 0.076 -0.050 -0.744
C -2.81376 0.29085 0.67568 -0.113 0.256 0.155 0.414
C -2.60797 -0.81882 -0.30640 0.242 -0.018 0.036 0.638
O -3.55557 -1.42342 -0.77750 -0.277 -0.061 -0.023 -0.709
N -1.32700 -1.13794 -0.57705 0.348 -0.023 -0.094 -0.040
C -0.97099 -2.19501 -1.49113 -0.179 -0.172 -0.285 -0.818
C 0.01471 -1.70242 -2.55890 -0.114 -0.138 0.273 -1.213
C 1.30770 -1.27144 -1.92610 -0.018 -0.050 -0.165 0.011
C 1.60171 0.07412 -1.73367 0.101 -0.089 0.016 0.103
C 2.76767 0.46202 -1.10785 0.244 -0.043 0.150 -0.618
C 3.67537 -0.49194 -0.64781 -0.120 0.112 -0.048 0.840
O 4.79078 -0.00324 -0.03412 -0.281 0.166 -0.154 -0.450
C 5.75452 -0.91477 0.43244 0.154 -0.161 0.081 -0.897
C 3.39267 -1.83938 -0.83984 0.302 0.019 0.174 -0.544
C 2.21981 -2.21335 -1.47313 -0.102 0.161 -0.053 -0.685
H 1.74947 2.77421 2.19344 0.114 0.093 0.050 0.405
H 1.58753 1.06670 1.76018 0.086 -0.071 -0.006 0.238
H 0.39233 1.83123 2.82398 -0.004 0.009 0.091 0.406
H 0.84416 2.52033 -0.12230 -0.100 0.004 0.059 0.394
H -0.35594 3.29337 0.95940 0.147 -0.118 -0.139 0.440
H -3.44392 3.01517 3.26692 -0.130 0.024 0.081 0.400
H -5.26990 1.36885 2.75585 -0.074 0.015 0.060 0.410
H -4.78161 -0.40558 1.04382 -0.019 -0.047 -0.049 0.479
H -0.57897 -0.56681 -0.21415 -0.147 0.071 0.068 0.229
H -1.89928 -2.54399 -1.95003 0.160 -0.030 0.084 0.488
H -0.51907 -3.02398 -0.93244 -0.074 0.005 -0.113 0.344
H 0.19381 -2.51792 -3.26199 -0.019 0.021 -0.052 0.428
H -0.43434 -0.86929 -3.10122 -0.023 -0.032 -0.059 0.326
H 0.90848 0.82459 -2.08473 -0.091 0.093 -0.042 0.311
H 3.00829 1.50356 -0.96246 0.026 0.144 0.016 0.493
H 6.16924 -1.51530 -0.38374 -0.025 0.012 0.035 0.360
H 5.34313 -1.57907 1.19970 0.014 0.016 -0.042 0.347
H 6.54613 -0.30860 0.87011 -0.029 -0.090 -0.019 0.248
H 4.07489 -2.60498 -0.50506 0.086 -0.037 0.042 0.415
H 2.01654 -3.26477 -1.61921 -0.024 -0.122 -0.014 0.423
```
Forces are in eV/Å.

=====

Which of these has the lowest orbital gap? C12H35N7O16P